1.
Density functional theory data (ωB97M-V/def2-TZVPD) for a single C26H32BF7IN5O4S2 molecule at a distorted geometry.

Computed properties:
* E: -3402.10454 hartree
* frontier orbital gap: 6.61 eV
* structure (SMILES): CNC[C@]1(C(=O)[O-])[C@H](CCCSC(=S)n2ccnc2)O[C@](B(N)O)(C(F)(F)C(F)(F)C(F)(F)F)[N@+]1(Cc1ccccc1)C[C@H](C)I
* largest force on an atom: 8.0 eV Å⁻¹
* LUMO: -1.24 eV
* HOMO: -0.288 Eh
* M: 813.409 g mol⁻¹

XYZ file:
```
78
Properties=species:S:1:pos:R:3:forces:R:3
C 2.15831 2.71246 0.69948 0.009 1.853 -0.383
N 0.82764 2.12059 0.35378 -0.227 0.469 -0.112
C -0.00875 1.74436 1.50620 0.238 2.764 0.968
C -0.89199 0.43908 1.50875 3.278 2.152 4.132
C -1.85684 0.84341 2.77105 -6.536 2.457 3.838
O -1.82190 0.29459 3.91423 2.041 0.222 -3.629
O -2.84852 1.83903 2.66871 4.567 -3.495 -2.168
C 0.14402 -0.60346 2.24526 0.290 0.191 -2.548
C 1.63137 -0.79816 1.60821 0.476 -0.242 0.476
C 2.80851 -0.26704 2.61777 -0.092 -0.609 -0.872
C 4.11374 -0.09282 1.65889 -0.837 -0.340 -0.645
S 5.69454 -0.66429 2.44935 0.553 -0.121 -2.083
C 6.79767 -0.99804 0.97721 0.047 -0.456 -0.112
S 8.10958 -2.01220 1.10288 -1.884 1.644 -0.142
N 6.46207 -0.33513 -0.32221 -0.503 2.429 -3.261
C 5.57141 -0.75577 -1.37784 -1.225 0.417 -1.778
C 5.47843 0.22806 -2.56499 2.956 -1.614 6.424
N 6.42653 1.25466 -2.14935 0.118 -2.354 3.096
C 6.98868 0.93288 -0.86116 -2.073 -0.325 -2.883
O -0.70852 -1.75476 2.06659 0.647 0.715 -0.592
C -1.59976 -1.64594 0.88254 0.601 -2.411 3.912
B -2.96015 -2.21303 1.68088 -2.919 -0.086 3.255
N -4.25874 -2.59426 1.07964 1.530 0.473 -0.516
O -2.98087 -2.35110 3.12983 0.400 0.371 -3.193
C -1.13855 -3.01185 0.24002 2.272 -2.231 0.452
F 0.28303 -3.17958 0.01896 -3.198 1.014 0.197
F -1.32934 -3.98208 1.31828 -0.379 1.967 -2.220
C -1.84662 -3.69234 -0.99844 0.754 -0.711 -3.188
F -3.01315 -3.10698 -1.52851 2.240 -0.741 1.568
F -0.88931 -3.63241 -2.08618 -2.141 0.001 2.302
C -2.14668 -5.28409 -0.87028 -0.479 -1.827 -2.011
F -0.98476 -6.04850 -0.60987 -3.257 2.163 -0.015
F -2.54489 -5.67659 -2.19663 0.831 0.930 3.232
F -3.24370 -5.59543 -0.04793 3.044 0.725 -1.529
N -1.54919 -0.21846 0.29821 -0.048 0.501 1.052
C -2.92907 0.26048 -0.02811 -4.343 0.695 -0.232
C -3.19486 1.63534 -0.73361 -0.991 4.171 -3.128
C -3.99334 1.62359 -2.10185 0.621 2.250 0.763
C -4.37358 2.88664 -2.89400 1.821 0.858 2.992
C -3.98188 4.32796 -2.38223 1.206 -3.869 2.673
C -3.24055 4.37756 -1.02765 -0.956 -2.858 -1.785
C -2.87529 3.06184 -0.24084 -1.107 -0.072 -2.273
C -0.81863 -0.35067 -0.99298 2.357 -3.739 -1.652
C -0.41802 0.47621 -2.24271 1.187 2.308 -1.827
C -0.38488 2.04663 -2.48879 1.171 0.728 -2.158
I -1.57778 -0.21283 -4.07897 0.306 -0.097 0.899
H 2.62806 2.33742 1.66269 -0.657 0.131 -1.444
H 1.98342 3.85022 0.85946 0.602 -1.670 -0.029
H 2.84926 2.64730 -0.22039 -0.818 -0.195 1.619
H 0.32355 2.92754 -0.07003 0.476 -1.244 0.092
H -0.64455 2.67190 1.79839 0.627 -1.780 -0.440
H 0.71356 1.67866 2.41495 -1.481 -0.362 -1.378
H 0.48891 -0.30786 3.30872 -2.229 -0.737 -1.359
H 1.85581 -1.93167 1.52681 -0.624 1.862 -0.196
H 1.78682 -0.27395 0.60960 -0.366 -0.755 1.160
H 2.95199 -1.11119 3.39139 -0.008 1.541 -1.062
H 2.51484 0.70539 3.14665 0.573 -1.406 -0.707
H 3.93702 -0.78994 0.75226 0.385 1.253 1.488
H 4.24852 0.97036 1.27177 -0.298 -1.479 0.577
H 4.98874 -1.74173 -1.25627 1.178 1.754 -0.123
H 4.83357 0.15502 -3.50471 1.373 0.314 1.666
H 7.75820 1.61714 -0.35084 -1.489 -1.516 -0.815
H -4.53012 -2.08995 0.23515 0.034 -0.801 0.161
H -4.43856 -3.60294 1.04091 -0.264 0.728 0.091
H -3.90910 -2.38174 3.44275 0.736 -0.063 -0.512
H -3.67204 0.33708 0.86029 2.000 -0.379 -0.655
H -3.40837 -0.54578 -0.71151 1.152 1.291 0.862
H -4.32174 0.61431 -2.55433 0.636 1.796 0.860
H -4.93533 2.81875 -3.88010 0.862 -0.147 1.554
H -4.21562 5.28391 -2.95624 0.289 -1.640 0.859
H -2.93742 5.40587 -0.60287 -0.516 -2.026 -0.607
H -2.34052 3.21257 0.74235 -0.902 -0.439 -1.165
H -1.46808 -1.14975 -1.54058 1.366 0.998 1.336
H 0.18641 -0.82988 -0.64991 -1.826 0.661 -0.729
H 0.63994 0.14001 -2.61589 -2.076 0.271 1.253
H -0.15653 2.12288 -3.63278 -0.394 -0.171 1.937
H -1.34573 2.63719 -2.40902 1.128 -0.930 0.482
H 0.54964 2.59534 -2.08027 -1.833 -1.130 -0.070
```
Forces are in eV/Å.

2.
Density functional theory data (ωB97M-V/def2-TZVPD) for a molecular structure, C26H32BN8O5S3V at a distorted geometry.

Computed properties:
* E: -3987.80739 hartree
* frontier orbital gap (spin up / spin down): 6.08 / 7.12 eV
* largest force on an atom: 1.5 eV Å⁻¹
* spin multiplicity: 2
* energy relative to the best compared isomer or geometry (same formula, charge and spin): 3.2 kJ/mol
* LUMO (spin up / spin down): 1.30 / 2.16 eV
* HOMO (spin up / spin down): -0.176 / -0.182 Eh
* net charge: -1
* M: 694.550 g mol⁻¹

XYZ file:
```
76
Properties=species:S:1:pos:R:3:forces:R:3
V -0.52706 -0.54234 0.32909 -0.871 -1.216 0.307
C -1.28752 -2.62237 1.99321 0.108 0.147 -0.034
C -1.65455 -2.94874 0.68764 0.070 0.176 0.075
C -2.43073 -1.86218 0.15657 -0.587 0.044 0.268
C -2.62533 -0.92696 1.20848 -0.403 0.090 -0.133
C -1.87706 -1.36948 2.32168 -0.198 -0.069 -0.145
C -2.06318 -0.84123 3.70483 0.253 0.203 -0.112
C -3.73048 0.07494 1.28684 -0.004 -0.065 0.023
C -3.33644 -1.93929 -1.03253 0.236 0.023 -0.128
C -1.37790 -4.26146 0.04112 0.130 0.078 -0.061
C -0.57008 -3.51957 2.95072 0.139 0.126 -0.115
H -3.02980 -1.18820 4.08119 -0.024 0.027 -0.001
H -2.07576 0.25039 3.71513 -0.004 -0.013 0.007
H -1.29432 -1.20246 4.38918 -0.065 -0.009 0.016
H -4.62504 -0.41383 1.69533 0.002 -0.015 -0.057
H -3.96812 0.50392 0.31729 -0.018 0.041 -0.003
H -3.46764 0.90644 1.93817 0.002 0.015 -0.024
H -3.48524 -0.95364 -1.47259 -0.015 -0.040 -0.027
H -4.31275 -2.32025 -0.71839 -0.006 -0.008 0.003
H -2.93642 -2.60508 -1.79784 0.020 0.069 -0.024
H -2.14048 -4.98691 0.34105 -0.006 0.010 0.038
H -0.40386 -4.64988 0.34595 -0.007 -0.013 -0.030
H -1.38321 -4.18386 -1.04220 -0.049 -0.049 0.069
H -1.29351 -4.06674 3.56273 0.027 0.009 0.039
H 0.08264 -2.95958 3.62366 -0.017 -0.007 0.015
H 0.04123 -4.25179 2.42449 0.019 0.013 0.020
B 0.15713 -2.59069 -2.59513 -0.263 -0.018 0.059
N 1.03839 -2.72867 -1.33704 0.201 -0.027 -0.104
C 2.12787 -3.49680 -1.22538 0.019 -0.022 0.116
C 2.57541 -3.44235 0.08304 -0.052 0.006 0.038
C 1.68008 -2.58245 0.71167 0.044 -0.129 -0.175
N 0.75884 -2.15612 -0.16193 0.619 -0.593 0.309
N -0.35454 -1.14582 -2.70365 0.002 -0.050 -0.045
C -0.50364 -0.53564 -3.87630 -0.098 -0.009 0.051
C -1.17334 0.65448 -3.68304 -0.073 0.045 -0.039
C -1.39086 0.70356 -2.31599 -0.004 -0.178 -0.276
N -0.88921 -0.38424 -1.71132 -0.013 0.029 -0.697
H -0.80453 -3.32941 -2.52224 0.078 -0.012 -0.062
H 0.82330 -2.85017 -3.56208 0.038 0.019 -0.015
H 2.51768 -4.02508 -2.07923 -0.077 0.050 -0.020
H 3.43661 -3.92539 0.51154 -0.015 0.017 -0.025
H 1.67663 -2.23703 1.73083 -0.027 0.068 -0.009
H -0.12633 -0.99367 -4.77483 0.035 -0.030 0.058
H -1.45774 1.38891 -4.41648 0.006 -0.001 0.051
H -1.91890 1.45551 -1.78788 -0.188 0.320 0.361
N 2.55151 6.49370 -1.62584 0.000 -0.120 -0.096
C 2.57623 5.09318 -1.58655 0.062 -0.012 -0.040
C 3.77448 4.41304 -1.34951 0.000 0.065 0.015
C 3.79330 3.03158 -1.29427 0.002 -0.130 -0.033
C 2.62149 2.32818 -1.51393 -0.134 -0.130 0.135
C 1.43100 2.98805 -1.78144 0.033 0.050 0.018
C 1.40800 4.36885 -1.81649 -0.020 -0.007 0.001
S 2.56084 0.57733 -1.31068 -0.051 -0.117 -0.146
O 3.81961 0.11453 -0.78347 -0.042 0.177 0.059
O 2.11113 -0.00337 -2.54298 -0.111 0.024 0.017
N 1.37143 0.31577 -0.19466 0.568 0.505 0.326
C 1.60485 0.73334 1.05632 0.600 0.197 -0.184
N 0.78328 0.13790 1.96289 0.277 0.067 -0.584
C 0.87328 0.56199 3.21980 -0.128 -0.125 0.235
C 1.77486 1.52443 3.60826 0.033 -0.028 -0.006
C 2.58888 2.05203 2.60424 -0.035 -0.046 -0.135
N 2.52558 1.66750 1.34829 -0.008 -0.047 0.417
H 3.26843 6.93418 -1.07325 -0.018 0.039 0.049
H 1.63815 6.87991 -1.44558 0.011 0.047 0.037
H 4.68466 4.97770 -1.17502 -0.010 -0.011 -0.011
H 4.69491 2.48030 -1.05845 -0.003 0.076 0.029
H 0.51246 2.43244 -1.91808 -0.012 0.066 0.041
H 0.46033 4.87250 -1.96404 0.028 -0.021 0.010
H 0.20945 0.10302 3.93952 0.007 0.059 -0.064
H 1.84264 1.85260 4.63451 -0.017 -0.005 -0.016
H 3.31736 2.82864 2.82123 -0.009 -0.027 0.067
O -3.54530 2.56185 -0.66714 0.122 -0.045 -0.058
S -2.36363 3.21617 -0.11863 -0.379 0.066 -0.078
O -1.52880 3.84770 -1.12656 -0.014 -0.109 -0.033
O -2.61666 4.02893 1.05332 0.066 -0.084 -0.023
S -1.14398 1.68727 0.76286 0.218 0.572 0.492
```
Forces are in eV/Å.

3.
Density functional theory data (ωB97M-V/def2-TZVPD) for 3 unconnected molecules or ions with the total composition C26H32Br2N2O2S at a distorted geometry.

Computed properties:
* E: -6816.09877 hartree
* frontier orbital gap: 8.30 eV
* structure (SMILES): [H]/N=C(\C)Cc1ccc2c(c1)Sc1ccccc1N2/C(Br)=C(\C)Br.C1CCOC1.C1CCOC1
* largest force on an atom: 1.1 eV Å⁻¹
* energy relative to the best compared isomer or geometry (same formula, charge and spin): 0.0 kJ/mol
* LUMO: 0.53 eV
* HOMO: -0.285 Eh
* M: 596.429 g mol⁻¹

XYZ file:
```
65
Properties=species:S:1:pos:R:3:forces:R:3
C -4.50924 4.41266 1.15758 0.155 -0.374 0.074
C -4.21226 4.51031 -0.31249 -0.227 0.070 -0.414
N -5.02368 4.13546 -1.21208 -0.080 0.063 0.062
C -2.86569 5.04468 -0.74349 -0.096 -0.452 0.544
C -1.93263 3.87641 -0.95915 0.283 -0.020 -0.114
C -2.16120 2.93630 -1.95920 0.357 -0.056 0.220
C -1.32444 1.84029 -2.11382 -0.119 0.135 0.040
C -0.22583 1.63515 -1.27833 -0.109 0.426 -0.198
C 0.02367 2.61255 -0.31722 0.356 -0.262 0.208
C -0.81936 3.70268 -0.14658 -0.212 -0.242 -0.287
S 1.48363 2.50149 0.67326 0.058 0.027 0.003
C 1.55928 0.74436 0.85189 -0.208 0.362 -0.263
C 2.04456 0.21144 2.03545 0.047 -0.513 0.202
C 2.19457 -1.16204 2.18829 -0.241 -0.026 -0.756
C 1.86716 -1.97912 1.11090 -0.054 0.345 0.208
C 1.36362 -1.44608 -0.07000 0.035 0.039 0.197
C 1.16968 -0.07009 -0.21787 0.493 -0.283 0.256
N 0.65355 0.51032 -1.41905 -0.863 -0.187 0.666
C 0.29331 -0.40968 -2.42107 0.760 -0.052 -0.809
Br 1.50958 -0.41845 -3.90074 -0.099 0.138 0.123
C -0.75083 -1.22333 -2.39374 -0.142 -0.012 0.185
C -1.74388 -1.24273 -1.28712 -0.275 -0.042 0.254
Br -1.12885 -2.44345 -3.78123 0.008 0.051 -0.012
H -4.90761 3.42638 1.38020 -0.097 -0.132 0.030
H -3.62198 4.54090 1.76967 0.065 0.152 0.093
H -5.26774 5.13554 1.44106 -0.002 0.239 0.065
H -5.86502 3.76120 -0.77218 -0.087 -0.044 -0.123
H -2.97613 5.64183 -1.63949 -0.012 0.111 -0.159
H -2.47380 5.63383 0.07955 0.167 0.382 -0.116
H -3.00524 3.04216 -2.61888 -0.187 0.065 -0.074
H -1.55909 1.15648 -2.91016 0.097 -0.198 -0.109
H -0.59586 4.42505 0.62261 0.065 0.078 0.160
H 2.31160 0.85387 2.85940 -0.033 0.280 0.003
H 2.54651 -1.60466 3.10408 0.134 0.088 0.192
H 1.97779 -3.04823 1.19267 0.060 -0.144 -0.036
H 1.13305 -2.13893 -0.85981 -0.099 0.025 -0.238
H -2.66908 -0.76271 -1.59956 -0.122 0.048 -0.116
H -1.39548 -0.72650 -0.39967 0.155 0.129 0.057
H -1.99361 -2.26025 -1.00368 0.036 -0.182 -0.014
C -1.99423 -1.24792 5.69554 -0.009 -0.090 -0.023
C -0.71679 -0.95760 4.91194 0.016 0.091 0.049
C -1.25940 -0.75290 3.50533 -0.049 -0.064 -0.119
O -2.57395 -0.20766 3.65377 0.019 -0.014 0.060
C -2.99032 -0.31775 5.01627 0.044 0.093 -0.011
H -1.90601 -1.06273 6.76495 0.005 0.018 0.002
H -2.29259 -2.28899 5.55273 -0.005 0.006 0.006
H -0.25433 -0.03677 5.27555 0.006 -0.005 -0.009
H 0.02327 -1.75459 4.96645 -0.012 -0.018 -0.010
H -1.33750 -1.70465 2.96718 0.074 -0.006 0.004
H -0.65127 -0.06983 2.91108 -0.052 0.013 -0.030
H -2.97261 0.67988 5.46899 -0.017 -0.021 0.048
H -4.01365 -0.69349 5.04832 -0.011 0.012 -0.045
C 4.64243 -2.87370 -4.38673 0.081 0.031 -0.039
C 4.91884 -4.35047 -4.11871 -0.087 -0.034 0.011
C 5.67549 -4.28721 -2.79852 0.066 0.071 -0.010
O 5.16921 -3.15006 -2.09844 0.010 -0.008 -0.061
C 4.37509 -2.35173 -2.98261 -0.004 -0.112 0.105
H 3.80933 -2.69839 -5.06622 -0.019 -0.013 0.015
H 5.53131 -2.39586 -4.80521 -0.010 0.007 0.002
H 3.97760 -4.88984 -3.98930 0.008 -0.002 0.001
H 5.48695 -4.84188 -4.90725 0.014 0.011 -0.002
H 6.74977 -4.14778 -2.96327 0.001 -0.048 -0.026
H 5.53348 -5.17731 -2.18417 0.000 0.022 0.040
H 3.32369 -2.47364 -2.70958 -0.043 0.031 -0.025
H 4.64319 -1.30224 -2.85807 0.005 -0.003 0.061
```
Forces are in eV/Å.